# C3H10N

The ion C3H10N with charge +1 at a distorted geometry (wB97M-V/def2-TZVPD, the OMol25 dataset).

Geometry as XYZ:
```
14
Properties=species:S:1:pos:R:3:forces:R:3
C 1.27426 0.21952 0.49778 3.0269 2.2760 3.3866
N -0.04106 -0.26961 0.17423 0.0026 -6.2981 -0.5175
C -1.16425 0.39528 0.78172 1.4540 3.5449 3.0644
C -0.17634 -0.40731 -1.34438 -1.7016 -1.1161 -1.8938
H 1.26847 1.33545 0.88592 -0.3264 -2.2860 -0.8399
H 1.82480 -0.39790 1.31835 -1.4462 1.0316 -1.2283
H 1.96815 0.19424 -0.32323 -0.1700 -0.0891 -0.6310
H -0.02739 -1.41884 0.53527 -0.2403 4.0544 -1.2988
H -2.08008 0.01247 0.59338 -2.5836 -1.8759 -1.1030
H -1.17465 0.57295 1.95257 0.8768 -0.6421 -2.4156
H -1.12055 1.36499 0.29715 -0.3415 0.4935 0.3003
H -1.14308 -1.03289 -1.64047 1.6572 1.9526 0.9129
H 0.00466 0.50615 -2.01610 -0.8101 -0.7413 1.7989
H 0.58705 -1.07449 -1.71220 0.6023 -0.3042 0.4649
```
Forces are in eV/Å.

Its total energy is -4754.675 eV. Its HOMO energy is -17.604 eV. As for the charge: +1.

Atom charges from the natural (NBO) analysis, given in e for atoms 1 to 4: -0.4607, -0.3763, -0.4227, -0.4547

***

# C3H10N

A cluster of 2 separate species, C3H10N in total at a distorted geometry (wB97M-V/def2-TZVPD, the OMol25 dataset).

Geometry as XYZ:
```
14
Properties=species:S:1:pos:R:3:forces:R:3
C -2.56588 2.89979 3.31941 -1.0108 -0.1897 1.5570
H -2.68131 3.45268 4.25819 0.3656 -0.0448 0.0163
H -3.38663 3.30148 2.73521 0.2651 -0.1733 -0.6725
H -2.76906 1.85163 3.59841 0.2034 0.3546 -0.4459
H -1.56759 3.04978 2.95203 0.1795 0.0511 -0.4568
C 1.92934 -1.27035 -0.85114 -1.0523 0.2560 -2.3771
C 1.12865 -1.84244 -3.15605 0.7728 0.5518 0.4546
N 0.96269 -1.77160 -1.89661 -0.5970 -1.4319 0.6582
H 2.22424 -2.21983 -0.40700 0.8647 0.5794 0.3003
H 1.42527 -0.58328 -0.17877 -0.1075 -0.2082 0.1282
H 2.56170 -0.70145 -1.54229 1.0343 -0.2734 1.1683
H 2.01979 -1.34319 -3.54854 -0.4457 -0.0420 -0.2583
H 0.44777 -2.41354 -3.77992 0.0328 0.1296 0.0759
H 0.27102 -2.40967 -1.50293 -0.5048 0.4410 -0.1482
```
Forces are in eV/Å.

Its total energy is -4755.066 eV. Its HOMO energy is -14.656 eV. As for the charge: +1.

Atom charges from the natural (NBO) analysis, given in e for atoms 1 to 4: -0.8593, 0.2208, 0.2191, 0.2101

***

What did the second record say?
# C3H10N

A cluster of 2 separate species, C3H10N in total at a distorted geometry (wB97M-V/def2-TZVPD, the OMol25 dataset).

Geometry as XYZ:
```
14
Properties=species:S:1:pos:R:3:forces:R:3
C -2.56588 2.89979 3.31941 -1.0108 -0.1897 1.5570
H -2.68131 3.45268 4.25819 0.3656 -0.0448 0.0163
H -3.38663 3.30148 2.73521 0.2651 -0.1733 -0.6725
H -2.76906 1.85163 3.59841 0.2034 0.3546 -0.4459
H -1.56759 3.04978 2.95203 0.1795 0.0511 -0.4568
C 1.92934 -1.27035 -0.85114 -1.0523 0.2560 -2.3771
C 1.12865 -1.84244 -3.15605 0.7728 0.5518 0.4546
N 0.96269 -1.77160 -1.89661 -0.5970 -1.4319 0.6582
H 2.22424 -2.21983 -0.40700 0.8647 0.5794 0.3003
H 1.42527 -0.58328 -0.17877 -0.1075 -0.2082 0.1282
H 2.56170 -0.70145 -1.54229 1.0343 -0.2734 1.1683
H 2.01979 -1.34319 -3.54854 -0.4457 -0.0420 -0.2583
H 0.44777 -2.41354 -3.77992 0.0328 0.1296 0.0759
H 0.27102 -2.40967 -1.50293 -0.5048 0.4410 -0.1482
```
Forces are in eV/Å.

Its total energy is -4755.066 eV. Its HOMO energy is -14.656 eV. As for the charge: +1.

Atom charges from the natural (NBO) analysis, given in e for atoms 1 to 4: -0.8593, 0.2208, 0.2191, 0.2101

***

Repeat the first record exactly.
# C3H10N

The ion C3H10N with charge +1 at a distorted geometry (wB97M-V/def2-TZVPD, the OMol25 dataset).

Geometry as XYZ:
```
14
Properties=species:S:1:pos:R:3:forces:R:3
C 1.27426 0.21952 0.49778 3.0269 2.2760 3.3866
N -0.04106 -0.26961 0.17423 0.0026 -6.2981 -0.5175
C -1.16425 0.39528 0.78172 1.4540 3.5449 3.0644
C -0.17634 -0.40731 -1.34438 -1.7016 -1.1161 -1.8938
H 1.26847 1.33545 0.88592 -0.3264 -2.2860 -0.8399
H 1.82480 -0.39790 1.31835 -1.4462 1.0316 -1.2283
H 1.96815 0.19424 -0.32323 -0.1700 -0.0891 -0.6310
H -0.02739 -1.41884 0.53527 -0.2403 4.0544 -1.2988
H -2.08008 0.01247 0.59338 -2.5836 -1.8759 -1.1030
H -1.17465 0.57295 1.95257 0.8768 -0.6421 -2.4156
H -1.12055 1.36499 0.29715 -0.3415 0.4935 0.3003
H -1.14308 -1.03289 -1.64047 1.6572 1.9526 0.9129
H 0.00466 0.50615 -2.01610 -0.8101 -0.7413 1.7989
H 0.58705 -1.07449 -1.71220 0.6023 -0.3042 0.4649
```
Forces are in eV/Å.

Its total energy is -4754.675 eV. Its HOMO energy is -17.604 eV. As for the charge: +1.

Atom charges from the natural (NBO) analysis, given in e for atoms 1 to 4: -0.4607, -0.3763, -0.4227, -0.4547

***

- Which formula does entry 1 have?
  C3H10N